(1)
Here is one molecule with the formula C4H9NO at a distorted geometry from the OMol25 dataset. Energies are from ωB97M-V with the def2-TZVPD basis set.

Cartesian coordinates (Å):
O: -0.75 1.29 0.81
N: -1.62 1.28 1.89
C: 0.47 0.34 -1.06
C: 1.88 -0.16 -0.51
C: -0.52 0.24 0.02
C: -1.16 -1.07 0.19
H: 1.69 -0.56 0.61
H: 0.62 1.26 -1.50
H: -1.86 2.21 2.18
H: 2.75 0.59 -0.45
H: 2.23 -1.07 -1.20
H: -1.33 -1.10 1.34
H: -2.12 -1.01 -0.37
H: 0.14 -0.37 -1.72
H: -0.43 -1.88 -0.23

As for the net charge: 0. The highest occupied orbital energy (spin up / spin down) is -7.133 / -7.904 eV. Its LUMO energy (spin up / spin down) is 0.0198 / 0.0252 Eh. The value obtained for the energy above the lowest of the compared OMol25 structures with the same formula, charge and spin is 137.51 kcal/mol. The calculation puts the frontier orbital gap (spin up / spin down) at 7.67 / 8.59 eV.

The molecule's natural (NBO) atomic charges, reported in e, are given here: number 1, O, carries -0.240; number 2, N, carries -0.565; number 3, C, carries -0.474; number 4, C, carries -0.617; number 5, C, carries 0.449; number 6, C, carries -0.731; number 7, H, carries 0.216; number 8, H, carries 0.231; number 9, H, carries 0.313; number 10, H, carries 0.231; number 11, H, carries 0.213; number 12, H, carries 0.277; number 13, H, carries 0.252; number 14, H, carries 0.215; number 15, H, carries 0.230

(2)
Here is one molecule with the formula C4H9NO from the OMol25 dataset. Energies are from ωB97M-V with the def2-TZVPD basis set.

Cartesian coordinates (Å):
O: 2.18 0.55 1.28
N: 0.31 0.25 -0.46
C: 1.90 -0.77 0.94
C: 0.82 -0.84 -0.09
C: -1.96 0.84 -0.13
C: -0.97 0.24 -1.13
H: 0.43 -1.82 -0.42
H: 2.80 -1.29 0.58
H: -2.25 0.11 0.64
H: -1.49 1.68 0.40
H: -0.89 0.84 -2.04
H: -2.86 1.20 -0.62
H: 1.52 -1.33 1.81
H: 1.61 1.09 0.69
H: -1.27 -0.78 -1.40

As for the net charge: 0. The highest occupied orbital energy is -10.102 eV. Its LUMO energy is 0.0399 Eh. The value obtained for the energy above the lowest of the compared OMol25 structures with the same formula, charge and spin is 36.98 kcal/mol. As for the SMILES: CC/N=C/CO. The calculation puts the frontier orbital gap at 11.19 eV.

The molecule's natural (NBO) atomic charges, reported in e, are given here: number 1, O, carries -0.719; number 2, N, carries -0.453; number 3, C, carries -0.113; number 4, C, carries 0.112; number 5, C, carries -0.608; number 6, C, carries -0.234; number 7, H, carries 0.158; number 8, H, carries 0.180; number 9, H, carries 0.206; number 10, H, carries 0.220; number 11, H, carries 0.199; number 12, H, carries 0.212; number 13, H, carries 0.180; number 14, H, carries 0.494; number 15, H, carries 0.167